{
  "formula": "C3H2FHgO",
  "method": "ωB97M-V/def2-TZVPD",
  "species": ["H", "O", "C", "C", "C", "H", "F", "Hg"],
  "coordinates": [[1.378, 1.089, 0.055], [-2.824, 0.487, 0.366], [-1.701, 0.166, 0.221], [-0.513, -0.220, -0.104], [0.730, -0.276, 0.534], [0.826, -0.765, 1.510], [1.617, -0.945, -0.321], [0.487, 0.464, -2.261]],
  "s2": 0.769,
  "multiplicity": 2,
  "de_lowest_kj_mol": 0.0,
  "e_homo_ev": [-8.76, -8.46],
  "gap_ha": [0.3195, 0.2131]
}


{
  "formula": "C25H54N6O8PS",
  "method": "ωB97M-V/def2-TZVPD",
  "species": ["C", "C", "O", "C", "O", "N", "C", "N", "P", "N", "N", "C", "C", "C", "C", "C", "C", "C", "C", "C", "S", "O", "O", "H", "H", "H", "H", "H", "H", "H", "H", "H", "H", "H", "H", "H", "H", "H", "H", "H", "H", "H", "H", "H", "H", "H", "H", "C", "O", "C", "C", "N", "C", "C", "O", "C", "H", "H", "H", "H", "H", "H", "H", "H", "H", "H", "H", "H", "H", "H", "H", "C", "O", "C", "C", "N", "C", "C", "O", "C", "H", "H", "H", "H", "H", "H", "H", "H", "H", "H", "H", "H", "H", "H", "H"],
  "coordinates": [[-0.378, 1.034, -1.620], [1.167, 0.835, -2.219], [2.016, 0.370, -1.113], [1.009, -0.274, -3.447], [2.317, -0.866, -3.766], [3.272, 0.107, -3.916], [3.695, -0.048, -5.373], [2.547, -0.451, -6.324], [1.869, 0.957, -7.174], [2.508, 2.350, -6.656], [4.998, 0.163, -5.835], [6.139, 0.544, -4.889], [6.655, -0.720, -3.981], [8.273, -0.975, -3.991], [9.075, -1.823, -5.178], [10.716, -2.108, -5.138], [11.651, -1.556, -3.870], [10.877, -0.699, -2.692], [9.233, -0.416, -2.743], [5.393, 0.049, -7.316], [5.511, -1.720, -7.935], [4.333, -2.063, -8.928], [5.542, -2.714, -6.718], [-1.058, 0.136, -2.009], [-0.778, 2.037, -2.072], [-0.269, 1.027, -0.454], [1.579, 1.820, -2.737], [2.230, -0.607, -1.172], [0.296, -1.159, -3.132], [0.572, 0.237, -4.406], [4.018, -0.184, -3.250], [2.840, -1.225, -6.957], [2.027, 0.777, -8.623], [0.437, 1.002, -6.844], [2.946, 2.832, -7.484], [7.056, 1.046, -5.445], [5.727, 1.388, -4.154], [6.315, -0.527, -2.854], [6.057, -1.677, -4.368], [8.420, -2.249, -6.061], [11.198, -2.749, -6.013], [12.818, -1.794, -3.841], [11.530, -0.314, -1.786], [8.785, 0.181, -1.834], [6.477, 0.522, -7.480], [4.679, 0.710, -8.008], [6.691, -1.905, -8.671], [-3.556, -3.335, -0.478], [-4.749, -2.987, 0.211], [-4.698, -3.296, 1.610], [-4.676, -2.005, 2.443], [-3.398, -1.301, 2.302], [-3.406, 0.052, 2.866], [-4.344, 1.085, 2.209], [-3.974, 1.434, 0.874], [-4.489, 0.565, -0.126], [-3.730, -3.201, -1.549], [-2.732, -2.681, -0.182], [-3.289, -4.382, -0.298], [-3.854, -3.951, 1.860], [-5.618, -3.841, 1.842], [-4.834, -2.254, 3.498], [-5.508, -1.378, 2.108], [-3.166, -1.231, 1.312], [-2.380, 0.429, 2.783], [-3.630, -0.010, 3.938], [-4.259, 2.011, 2.790], [-5.398, 0.794, 2.264], [-5.460, 0.141, 0.145], [-3.769, -0.229, -0.339], [-4.612, 1.144, -1.047], [-3.314, 1.761, 9.833], [-4.692, 1.434, 9.955], [-5.549, 2.580, 9.877], [-6.378, 2.543, 8.584], [-5.539, 2.785, 7.406], [-6.217, 2.516, 6.135], [-6.641, 1.060, 5.856], [-5.542, 0.162, 5.683], [-5.032, -0.384, 6.892], [-2.731, 0.861, 10.044], [-3.081, 2.089, 8.818], [-3.029, 2.535, 10.553], [-4.993, 3.521, 9.973], [-6.234, 2.514, 10.729], [-7.158, 3.311, 8.634], [-6.862, 1.563, 8.526], [-4.714, 2.189, 7.459], [-5.525, 2.823, 5.343], [-7.095, 3.170, 6.054], [-7.176, 1.059, 4.899], [-7.351, 0.676, 6.595], [-5.805, -0.509, 7.656], [-4.216, 0.237, 7.269], [-4.610, -1.369, 6.667]],
  "e_homo_ev": -9.70,
  "charge": 1,
  "gap_ha": 0.1878
}


{
  "formula": "C10H14O2",
  "method": "ωB97M-V/def2-TZVPD",
  "species": ["C", "C", "C", "O", "C", "O", "H", "H", "H", "H", "C", "C", "C", "C", "C", "C", "H", "H", "H", "H", "H", "H", "H", "H", "H", "H"],
  "coordinates": [[0.685, -2.757, -1.643], [-0.290, -2.864, -0.947], [-1.332, -3.088, 0.009], [-2.133, -3.973, -0.151], [-1.408, -2.179, 1.246], [-2.327, -2.654, 2.198], [1.544, -2.696, -2.287], [-1.659, -1.172, 0.891], [-0.405, -2.105, 1.714], [-1.786, -2.715, 2.994], [-1.153, 2.129, 1.129], [-0.096, 1.831, 0.383], [0.748, 2.827, -0.326], [1.406, 2.038, -1.446], [1.678, 0.716, -0.808], [0.406, 0.457, 0.022], [-1.760, 1.350, 1.588], [-1.516, 3.136, 1.259], [0.203, 3.717, -0.687], [1.541, 3.188, 0.339], [0.671, 1.853, -2.246], [2.278, 2.511, -1.883], [1.901, -0.102, -1.505], [2.545, 0.780, -0.159], [0.623, -0.166, 0.907], [-0.364, -0.062, -0.595]],
  "de_lowest_kj_mol": 339.2,
  "e_homo_ev": -9.31,
  "smiles": "C#CC(=O)CO.C=C1CCCC1",
  "gap_ha": 0.3511
}


{
  "formula": "C33H19CaF22GeN3OPSSi",
  "method": "ωB97M-V/def2-TZVPD",
  "species": ["Ca", "C", "Si", "C", "C", "N", "C", "C", "C", "C", "C", "C", "F", "H", "H", "H", "H", "H", "H", "H", "H", "H", "H", "H", "H", "H", "F", "P", "F", "F", "F", "F", "F", "F", "C", "C", "C", "F", "C", "F", "C", "F", "C", "F", "Ge", "S", "C", "C", "F", "C", "F", "C", "F", "C", "F", "C", "F", "C", "C", "F", "C", "F", "C", "F", "C", "F", "C", "F", "N", "C", "O", "C", "C", "C", "N", "C", "C", "H", "H", "H", "H", "H", "H"],
  "coordinates": [[-0.053, 0.393, 0.295], [2.374, -0.086, -2.409], [3.406, -0.069, -0.883], [4.261, -1.712, -0.794], [4.544, 1.379, -0.883], [2.309, 0.030, 0.568], [2.721, 0.037, 1.820], [4.087, -0.056, 2.257], [4.431, -0.035, 3.584], [3.446, 0.079, 4.569], [2.095, 0.176, 4.227], [1.777, 0.146, 2.906], [0.455, 0.271, 2.574], [3.067, 0.029, -3.249], [1.656, 0.731, -2.482], [1.863, -1.042, -2.549], [4.772, -1.894, -1.744], [3.530, -2.514, -0.652], [5.002, -1.797, 0.003], [5.082, 1.392, -1.836], [5.282, 1.381, -0.081], [3.955, 2.298, -0.823], [4.853, -0.142, 1.501], [5.469, -0.103, 3.877], [3.727, 0.109, 5.614], [1.316, 0.290, 4.967], [-2.055, 0.047, 1.175], [-3.072, 0.560, -0.137], [-2.449, 2.001, 0.137], [-3.444, -0.965, -0.357], [-3.884, 1.045, -1.389], [-4.241, 0.778, 0.896], [-1.700, 0.286, -1.143], [-2.090, 4.274, -2.001], [-2.451, 4.629, -0.765], [-1.495, 4.901, 0.205], [-1.988, 5.253, 1.446], [-1.165, 5.527, 2.477], [-3.341, 5.332, 1.729], [-3.766, 5.671, 2.947], [-4.255, 5.045, 0.736], [-5.557, 5.104, 0.991], [-3.809, 4.692, -0.524], [-4.690, 4.411, -1.481], [0.382, 4.640, -0.242], [0.669, 2.701, -1.087], [0.997, 5.990, -1.526], [2.325, 5.958, -1.911], [3.181, 5.079, -1.361], [2.861, 6.813, -2.856], [4.150, 6.742, -3.193], [2.047, 7.756, -3.453], [2.542, 8.592, -4.359], [0.716, 7.831, -3.090], [-0.072, 8.748, -3.650], [0.219, 6.956, -2.139], [-1.070, 7.134, -1.815], [1.427, 5.075, 1.372], [1.699, 6.391, 1.717], [1.181, 7.410, 1.015], [2.474, 6.750, 2.804], [2.708, 8.030, 3.087], [3.001, 5.762, 3.615], [3.740, 6.077, 4.673], [2.736, 4.439, 3.323], [3.223, 3.476, 4.114], [1.957, 4.129, 2.222], [1.721, 2.811, 2.039], [-0.678, -6.998, -0.989], [-0.302, -6.370, 0.152], [-0.016, -6.954, 1.175], [-0.268, -4.858, 0.103], [-0.383, -4.177, 1.304], [-0.342, -2.797, 1.284], [-0.171, -2.085, 0.164], [-0.063, -2.751, -0.986], [-0.108, -4.132, -1.065], [-0.759, -8.000, -0.964], [-1.077, -6.496, -1.759], [-0.503, -4.725, 2.228], [-0.456, -2.231, 2.201], [0.048, -2.156, -1.885], [0.009, -4.604, -2.032]],
  "s2": 0.796,
  "multiplicity": 2,
  "de_lowest_kj_mol": 0.0,
  "e_homo_ev": [-8.29, -8.28],
  "gap_ha": [0.2766, 0.1998]
}


no.,E (Eh)
1,-443.8559
2,-2653.9681
3,-539.7965
4,-7489.4345